{
  "formula": "C8H12CaN4O5S4",
  "method": "ωB97M-V/def2-TZVPD",
  "species": ["Ca", "N", "C", "N", "C", "C", "S", "C", "C", "S", "C", "N", "N", "H", "H", "H", "H", "H", "H", "O", "S", "O", "O", "O", "C", "S", "C", "O", "H", "H", "H", "H", "H", "H"],
  "coordinates": [[0.16064, 0.02754, 0.38846], [-1.74021, 2.73564, -1.88677], [-2.30488, 2.48062, -0.66447], [-1.77700, 1.65376, 0.19705], [-2.57029, 1.61877, 1.36182], [-3.64885, 2.42904, 1.33988], [-3.72673, 3.28536, -0.15328], [-2.23751, 0.65730, 2.44736], [-2.98524, 0.37786, 3.53694], [-2.25172, -0.93101, 4.42509], [-0.96721, -1.05086, 3.24144], [-1.09248, -0.09147, 2.30389], [0.02179, -1.91898, 3.18072], [-1.10041, 2.03994, -2.23375], [-2.33812, 3.11514, -2.60134], [-4.40042, 2.55753, 2.10006], [-3.92227, 0.81551, 3.83728], [-0.02048, -2.56445, 3.96315], [0.13662, -2.78034, 1.55610], [1.06302, -3.41427, -1.53196], [0.63061, -2.47941, -0.55349], [0.10436, -3.28281, 0.67765], [1.67507, -1.56170, -0.00387], [-0.50253, -1.60239, -0.97701], [2.29623, 0.89099, 3.21487], [1.49159, 2.25915, 2.41772], [2.79951, 3.45802, 2.48614], [1.42303, 1.85845, 0.93993], [2.48566, 1.16543, 4.25442], [3.22440, 0.67414, 2.68557], [1.63158, 0.02265, 3.20528], [2.97185, 3.72850, 3.52809], [2.46479, 4.33278, 1.93265], [3.69920, 3.04457, 2.03010]],
  "lowdin_charge": [1.393, 0.094, -0.708, 0.014, -0.309, -0.353, 1.068, -0.374, -0.369, 1.006, -0.786, -0.116, 0.003, 0.101, 0.091, 0.076, 0.064, 0.039, 0.043, -0.255, 0.362, -0.183, -0.474, -0.479, -0.239, 0.867, -0.255, -0.679, 0.068, 0.074, 0.027, 0.063, 0.059, 0.068],
  "lumo_ev": 0.05,
  "charge": 0,
  "fmax_ev_per_a": 1.23,
  "energy_ev": -86472.4600
}


{
  "formula": "C2H11N2O",
  "method": "ωB97M-V/def2-TZVPD",
  "species": ["C", "N", "C", "N", "H", "H", "H", "H", "H", "H", "H", "H", "H", "H", "H", "O"],
  "coordinates": [[0.45858, 0.54324, 0.55382], [-0.59024, -0.39606, 0.96154], [1.67742, -0.29725, 0.17557], [1.15038, -1.41344, -0.68091], [0.67427, 1.32769, 1.27329], [0.08806, 1.08380, -0.34207], [-0.66906, -0.53602, 1.96358], [-1.47741, 0.03410, 0.70384], [2.15548, -0.71841, 1.06545], [2.49078, 0.17443, -0.37334], [0.44102, -1.94785, -0.15796], [0.49307, -1.00521, -1.35734], [1.91395, -1.91976, -1.11453], [-2.60239, 2.35502, -1.00192], [-3.59131, 1.32187, -0.80442], [-2.61262, 1.39385, -0.86460]],
  "lowdin_charge": [-0.241, 0.004, -0.136, 0.164, 0.124, 0.120, 0.095, 0.061, 0.135, 0.132, 0.154, 0.170, 0.170, 0.054, 0.069, -0.074],
  "lumo_ev": -3.20,
  "charge": 1,
  "fmax_ev_per_a": 1.56,
  "energy_ev": -7273.7520
}


How do the records compare in E_HOMO? In the order shown, they have -7.355, -14.345 eV.
How do the records compare in ΔE to the lowest compared entry with this formula, charge and spin? In the order shown, they have 0.765, 0.524 eV.